# C2H2N2O2S

2 unconnected molecules or ions with the total composition C2H2N2O2S at a distorted geometry (the ωB97M-V functional and the def2-TZVPD basis, the Open Molecules 2025 dataset).

The value obtained for the HOMO-LUMO gap (spin up / spin down) is 8.22 / 8.27 eV. The strongest force on any atom comes out at 3.939 eV/Å. The calculation puts the energy at -735.310063 Ha. For the energy relative to the best compared isomer or geometry (same formula, charge and spin), the calculation gives 174.0 kcal/mol.

Each line ends with the natural charge from an NBO analysis.
Positions of all 9 atoms, in Å:
C  -1.3220  -0.7146  -0.3558  0.189
C  -0.0440  -0.4478  0.1657  -0.209
N  -2.4296  -1.0195  -0.5332  -0.216
N  0.2307  0.9611  0.2900  0.485
O  -0.6139  1.7202  -0.1230  -0.324
O  1.3111  1.2382  0.8270  -0.412
S  1.0529  -1.4715  0.8956  0.289
H  -0.0356  0.2418  -2.1347  0.028
H  1.8505  -0.5079  0.9684  0.168